Entry 1:
128
Properties=species:S:1:pos:R:3:forces:R:3:lowdin_charge:R:1 method="wB97M-V/def2-TZVPD" lumo_ev=1.647 energy_ev=-228245.21667 orbital_gap_ev=6.3613 max_force_ev_per_a=5.089 total_charge=-1 homo_ev=-4.7
C 3.960 -3.182 6.026 -0.2 -0.1 0.0 -0.09
C 5.373 -3.742 5.498 -1.1 1.0 2.2 -0.21
O 5.188 -5.137 5.157 0.5 0.2 -2.5 -0.09
C 6.104 -5.586 4.183 2.7 -1.2 0.8 -0.38
O 7.295 -5.707 4.527 -3.1 0.6 -1.1 0.06
C 5.670 -5.990 2.686 0.6 0.8 0.8 -0.08
C 5.097 -4.667 2.008 1.3 0.9 -0.4 -0.22
C 3.913 -4.809 0.970 0.8 -0.8 0.1 -0.20
P 2.140 -4.276 1.568 -1.3 0.8 -1.0 0.63
C 2.506 -2.459 1.913 0.9 1.9 0.9 -0.25
C 3.762 -1.714 1.311 0.4 1.7 0.5 -0.29
C 3.954 -1.588 -0.250 0.2 0.5 -0.3 -0.51
Cl 5.760 -1.900 -0.623 -0.9 0.2 -0.1 0.46
C 1.466 -4.119 -0.253 0.1 -0.6 -1.6 -0.22
C 0.419 -2.985 -0.553 -1.1 0.5 -1.5 -0.11
C 0.538 -2.301 -2.014 -0.5 -1.4 1.2 -0.31
F 0.885 -3.344 -2.926 -0.4 2.6 1.1 0.05
F 1.434 -1.224 -2.066 -1.1 -1.8 -0.4 0.07
C -0.884 -1.725 -2.497 0.3 -1.5 -1.6 -0.23
F -0.692 -1.159 -3.771 -0.6 -0.4 2.3 0.09
F -1.782 -2.810 -2.706 1.7 2.0 0.4 0.07
C -1.608 -0.764 -1.450 -0.5 0.4 0.7 -0.20
F -2.419 -1.619 -0.663 1.6 2.3 -1.2 0.10
F -0.706 -0.026 -0.643 -1.7 -1.9 -1.4 0.09
C -2.491 0.402 -2.143 0.7 -0.7 -0.8 -0.20
F -3.307 -0.123 -3.163 2.0 1.2 1.8 0.11
F -1.524 1.293 -2.679 -2.2 -1.5 0.7 0.09
C -3.447 1.180 -1.138 -2.2 -0.3 0.5 -0.22
F -4.768 0.739 -1.418 2.5 0.8 0.5 0.09
F -3.239 0.916 0.216 0.1 0.4 -2.5 0.13
C -3.482 2.767 -1.286 -1.7 1.1 1.0 -0.20
F -3.556 3.240 -2.596 1.0 -1.5 2.6 0.08
F -4.710 3.165 -0.685 2.2 -0.8 -1.2 0.08
C -2.367 3.526 -0.397 0.7 0.1 1.3 -0.22
F -1.158 2.839 -0.321 -2.1 1.0 -0.6 0.12
F -2.817 3.650 0.938 0.6 -0.3 -2.8 0.11
C -2.070 5.017 -0.889 1.0 1.6 1.5 -0.36
F -3.250 5.756 -0.965 2.4 -1.6 -0.6 0.12
F -1.289 5.086 -2.028 -2.1 -0.2 2.0 0.14
F -1.318 5.619 0.145 -1.4 -1.2 -2.2 0.10
B 0.326 -4.127 2.323 -0.8 1.6 1.2 -0.47
C -0.955 -5.028 1.922 -1.8 -0.2 0.6 -0.04
O 0.124 -3.143 3.383 -0.7 -1.3 -1.9 0.01
O 2.526 -4.568 3.286 0.6 -3.7 1.1 -0.39
C 2.371 -5.927 3.754 1.8 0.6 -1.1 -0.68
Br 1.375 -5.806 5.439 -0.3 -0.3 -0.4 0.77
C 1.943 -6.844 2.499 1.2 1.7 -1.8 -0.54
P 0.890 -8.421 2.679 0.5 -0.1 -1.1 0.86
P -0.638 -8.397 4.190 -0.6 -1.4 4.8 0.34
O -0.003 -8.825 5.523 -1.5 1.3 -3.6 -0.42
O -1.751 -9.662 3.797 0.7 2.9 -0.4 -0.24
O -1.552 -6.994 4.397 0.1 -2.2 -1.1 -0.26
O 1.665 -5.971 1.366 -0.5 -2.9 2.3 -0.43
H 3.155 -3.195 5.227 1.1 -0.2 0.8 0.05
H 3.560 -3.796 6.905 0.8 0.6 -1.3 0.07
H 4.031 -2.111 6.407 0.3 -1.3 -0.6 0.07
H 6.056 -3.724 6.417 -0.5 0.2 -1.6 0.13
H 5.747 -3.089 4.650 -0.3 -1.0 0.9 0.12
H 6.651 -6.281 2.171 -1.4 0.3 0.9 0.12
H 5.011 -6.906 2.646 0.4 1.2 0.3 0.10
H 5.992 -4.234 1.420 -1.2 -0.6 0.9 0.10
H 4.946 -3.880 2.829 -0.4 -1.3 -1.3 0.09
H 3.835 -5.926 0.705 0.1 1.6 0.3 0.10
H 4.222 -4.301 0.004 -0.5 -0.4 1.2 0.06
H 1.623 -1.730 1.792 1.0 -1.4 -0.1 0.09
H 2.674 -2.404 3.052 -0.3 -0.1 -1.7 0.10
H 3.640 -0.620 1.670 0.2 -1.5 -0.5 0.11
H 4.779 -1.984 1.768 -1.7 -0.1 -0.7 0.08
H 3.774 -0.527 -0.635 0.2 -1.6 0.6 0.07
H 3.393 -2.293 -0.918 0.6 0.6 1.0 0.04
H 0.925 -5.109 -0.476 0.8 1.5 0.4 0.10
H 2.311 -4.136 -1.034 -1.1 0.4 1.1 0.09
H 0.313 -2.123 0.164 0.5 -1.0 -0.4 0.11
H -0.627 -3.461 -0.610 1.5 0.7 0.2 0.11
H -1.371 -4.878 0.877 0.7 -0.1 1.0 0.06
H -0.837 -6.149 2.060 0.2 1.4 -0.3 0.02
H -1.817 -4.731 2.634 0.9 -0.4 -1.0 0.07
H -0.830 -3.051 3.577 0.7 -0.3 0.1 0.08
H 3.334 -6.453 4.092 -1.2 1.4 -0.2 0.08
H 2.940 -7.322 2.147 -1.3 0.2 1.0 0.08
H 0.159 -8.436 1.422 0.2 0.4 0.8 -0.05
H -2.525 -9.213 3.393 0.4 -0.7 0.2 0.05
H -2.274 -6.985 3.729 0.6 0.4 0.5 0.06
C 6.009 3.901 -4.598 0.3 0.0 0.1 -0.07
C 5.294 2.564 -4.554 -0.3 0.5 0.1 -0.22
O 6.177 1.491 -4.898 0.1 -0.3 0.1 0.03
C 7.044 1.127 -3.942 0.1 0.1 0.0 -0.59
O 7.134 1.614 -2.843 0.0 -0.1 -0.3 0.12
O 7.816 0.145 -4.430 -0.3 0.2 0.0 0.00
C 8.853 -0.267 -3.542 0.3 -0.2 0.3 -0.05
H 6.488 4.050 -5.568 -0.2 0.0 0.0 0.08
H 5.308 4.719 -4.417 0.0 -0.1 0.0 0.08
H 6.796 3.955 -3.842 -0.2 0.0 0.0 0.07
H 4.493 2.560 -5.297 0.2 -0.3 0.0 0.12
H 4.831 2.383 -3.580 0.2 -0.1 0.0 0.13
H 8.453 -0.539 -2.564 0.0 0.2 -0.1 0.09
H 9.598 0.526 -3.447 -0.1 0.0 0.1 0.10
H 9.334 -1.145 -3.974 -0.2 0.1 -0.2 0.09
C -6.191 5.842 0.197 -0.1 -0.1 0.3 -0.06
C -5.757 7.293 0.125 0.3 -0.5 -0.4 -0.21
O -6.646 8.135 0.872 0.0 0.3 0.4 0.04
C -6.501 8.093 2.203 -0.1 -0.2 -0.3 -0.59
O -5.700 7.427 2.810 -0.2 0.3 -0.1 0.12
O -7.422 8.902 2.749 0.2 -0.1 -0.2 0.00
C -7.442 8.870 4.175 -0.1 0.1 0.4 -0.05
H -7.232 5.737 -0.118 0.1 0.1 -0.1 0.09
H -5.563 5.221 -0.440 -0.1 0.2 0.0 0.04
H -6.126 5.458 1.218 0.1 0.1 -0.1 0.08
H -5.802 7.630 -0.913 -0.2 0.2 0.2 0.12
H -4.726 7.426 0.463 -0.2 0.0 0.2 0.12
H -6.453 9.073 4.590 -0.1 -0.2 -0.1 0.10
H -7.812 7.903 4.520 0.2 0.0 0.0 0.10
H -8.126 9.647 4.517 0.0 0.0 -0.3 0.09
C -7.394 8.824 -5.509 0.3 0.0 0.1 -0.07
C -8.123 7.494 -5.481 -0.3 0.5 0.1 -0.21
O -7.245 6.414 -5.819 0.1 -0.3 0.2 0.03
C -6.395 6.036 -4.855 0.1 0.1 -0.2 -0.59
O -6.314 6.517 -3.751 -0.1 -0.2 -0.2 0.12
O -5.627 5.050 -5.337 -0.3 0.3 0.0 0.02
C -4.605 4.625 -4.435 0.1 0.0 0.0 -0.05
H -6.900 8.973 -6.472 -0.2 0.0 0.0 0.08
H -8.088 9.648 -5.334 0.0 -0.1 0.0 0.08
H -6.616 8.867 -4.743 -0.2 0.0 0.0 0.07
H -8.913 7.501 -6.235 0.2 -0.3 0.0 0.12
H -8.600 7.314 -4.514 0.2 -0.1 0.0 0.12
H -5.021 4.357 -3.468 -0.2 0.3 -0.3 0.08
H -3.856 5.413 -4.327 -0.1 0.0 0.1 0.11
H -4.125 3.745 -4.862 -0.2 0.1 -0.2 0.10

=====

Entry 2:
148
Properties=species:S:1:pos:R:3:forces:R:3:lowdin_charge:R:1 method="wB97M-V/def2-TZVPD" relative_energy_kcal_mol=129.5 lumo_ev=-1.487 energy_ev=-295401.21447 orbital_gap_ev=7.5742 max_force_ev_per_a=7.380 homo_ev=-9.1
C 0.359 1.666 2.454 0.6 -0.2 -0.8 -0.09
C -0.614 0.543 1.879 -0.2 0.3 0.2 -0.22
C -1.331 1.090 0.607 -1.1 1.1 -0.2 -0.06
C -1.050 0.529 -0.795 -2.2 2.0 -0.6 -0.08
C 0.006 -0.591 -1.071 -0.5 -0.1 -1.1 -0.56
Cl 1.643 -0.239 -0.285 -0.9 -0.2 -0.3 0.66
C -0.488 -2.067 -0.845 -0.8 0.2 -0.1 -0.22
C -1.196 -2.353 0.533 1.3 -0.8 0.1 -0.10
C -1.814 1.092 -1.921 -0.3 -0.9 0.9 -0.10
C -1.658 0.578 -3.397 2.3 1.2 0.7 -0.60
Cl -2.840 -0.497 -4.199 1.0 1.0 1.0 0.69
C -0.517 0.989 -4.047 -1.2 -0.7 -0.5 -0.58
C -0.128 0.578 -5.512 1.2 1.2 0.7 -0.10
Cl 0.669 2.062 -3.151 -1.3 -1.5 -1.6 0.76
C -2.824 2.202 -1.761 0.9 -1.3 0.6 -0.31
N -3.551 2.736 -2.821 0.7 0.5 4.6 -0.17
S -4.412 3.924 -1.993 0.6 -0.6 0.1 0.96
N -3.962 3.788 -0.406 1.5 -2.0 -1.6 -0.23
C -3.044 2.756 -0.371 -0.3 0.2 -1.0 -0.29
C -2.295 2.186 0.819 1.4 -0.9 -2.6 -0.13
S -2.678 2.973 2.396 -4.3 -0.5 1.6 0.76
O -4.119 3.238 2.377 2.4 0.4 -0.9 -0.31
O -2.374 2.188 3.582 1.6 1.3 -1.6 -0.29
F -1.983 4.476 2.403 -0.3 -2.4 -0.1 -0.19
H 0.107 2.022 3.482 0.2 -0.4 -1.0 0.07
H 1.406 1.241 2.424 -1.1 0.5 0.3 0.08
H 0.382 2.521 1.711 0.0 -0.7 1.1 0.07
H -0.007 -0.379 1.723 -0.8 0.9 -0.3 0.06
H -1.439 0.247 2.597 1.0 0.5 -0.7 0.11
H 0.240 -0.520 -2.175 -0.2 0.0 1.4 0.08
H -1.253 -2.275 -1.653 0.9 0.5 0.8 0.09
H 0.356 -2.786 -1.057 -0.8 0.8 0.5 0.10
H -0.373 -2.512 1.298 -1.1 0.3 -0.6 0.09
H -1.883 -1.547 0.891 0.5 -0.8 -0.6 0.06
H -1.729 -3.345 0.477 0.4 1.3 0.0 0.07
H -0.779 -0.206 -5.969 0.4 0.9 0.6 0.06
H -0.066 1.532 -6.148 -0.3 -1.5 0.8 0.08
H 0.940 0.200 -5.462 -1.2 0.3 -0.1 0.08
C 2.032 -5.738 -0.227 0.6 0.1 0.4 -0.16
C 1.895 -7.174 0.235 0.1 -0.2 -0.5 -0.18
O 0.680 -7.203 0.994 -0.4 0.8 0.0 -0.18
S -0.356 -6.133 0.373 0.7 -0.4 -0.1 0.63
O -1.250 -6.822 -0.494 0.0 0.4 0.3 -0.22
O -0.804 -5.285 1.425 -0.2 -0.4 -0.2 -0.23
O 0.699 -5.316 -0.538 -0.5 -0.5 0.1 -0.20
H 2.414 -5.099 0.575 0.0 0.0 0.0 0.14
H 2.674 -5.646 -1.099 -0.3 0.0 -0.1 0.10
H 2.737 -7.496 0.842 -0.6 0.1 0.2 0.09
H 1.780 -7.852 -0.614 0.1 0.0 0.0 0.14
C -8.303 4.854 -0.446 -0.1 0.2 0.6 -0.17
C -7.829 3.513 0.078 0.6 0.1 -0.2 -0.17
O -8.935 2.627 -0.119 -0.6 0.4 -0.3 -0.19
S -9.744 3.080 -1.442 0.4 0.2 0.3 0.62
O -9.308 2.275 -2.533 -0.4 0.2 0.1 -0.23
O -11.116 3.230 -1.100 0.3 -0.3 -0.2 -0.22
O -9.085 4.547 -1.604 0.0 -0.7 -0.1 -0.19
H -8.948 5.356 0.278 0.1 0.0 0.0 0.13
H -7.474 5.510 -0.709 -0.1 -0.1 -0.2 0.13
H -7.550 3.552 1.130 -0.2 -0.2 0.0 0.14
H -6.986 3.135 -0.506 0.0 0.1 0.1 0.10
C -0.519 0.111 7.099 -0.5 0.5 -0.1 -0.17
C -0.788 -0.320 5.671 -0.4 -0.5 0.2 -0.16
O 0.479 -0.219 5.013 0.6 0.2 0.5 -0.21
S 1.653 -0.548 6.072 -0.7 0.1 0.0 0.62
O 2.034 -1.912 5.915 0.2 0.4 0.2 -0.22
O 2.595 0.519 6.046 0.0 -0.4 -0.1 -0.22
O 0.769 -0.426 7.418 0.3 -0.4 -0.6 -0.20
H -0.464 1.199 7.179 0.0 0.0 0.0 0.14
H -1.270 -0.265 7.791 0.3 -0.1 0.1 0.12
H -1.530 0.308 5.179 0.3 0.1 -0.1 0.12
H -1.110 -1.364 5.626 0.0 0.0 0.0 0.14
C 4.351 5.533 -1.698 0.0 0.4 0.3 -0.16
C 5.255 4.635 -0.886 0.5 -0.2 -0.4 -0.17
O 4.375 3.797 -0.138 -0.7 0.3 -0.1 -0.18
S 3.022 3.536 -0.993 0.2 -0.3 1.4 0.65
O 3.150 2.287 -1.666 -0.2 0.4 0.1 -0.30
O 1.896 3.846 -0.152 3.3 -4.2 1.7 -0.25
O 3.259 4.707 -2.096 2.5 -1.5 -0.3 -0.24
H 3.953 6.351 -1.090 0.0 0.0 0.0 0.13
H 4.857 5.943 -2.572 -0.2 -0.2 -0.1 0.14
H 5.912 5.192 -0.220 -0.2 -0.1 0.2 0.14
H 5.857 3.994 -1.537 0.0 0.1 0.0 0.13
C -1.015 7.354 -2.700 -0.6 0.1 0.0 -0.17
C -0.737 7.683 -1.245 0.4 0.4 -0.1 -0.17
O -0.623 6.416 -0.595 -0.2 -0.4 -0.6 -0.17
S 0.005 5.340 -1.628 -0.2 1.0 0.1 0.66
O 1.400 5.238 -1.391 -5.1 4.6 -2.6 -0.31
O -0.852 4.208 -1.667 0.3 0.3 0.2 -0.23
O -0.213 6.207 -2.986 0.1 0.0 0.4 -0.19
H -2.063 7.083 -2.850 0.0 0.1 0.0 0.13
H -0.754 8.176 -3.366 0.2 -0.2 0.0 0.13
H -1.532 8.275 -0.794 0.0 -0.2 0.1 0.14
H 0.216 8.207 -1.132 -0.1 0.1 0.0 0.13
C 2.148 -0.947 11.804 0.3 -0.4 0.3 -0.17
C 2.006 -1.924 10.652 0.4 0.4 -0.4 -0.16
O 0.648 -2.365 10.710 -0.3 0.3 0.6 -0.18
S -0.276 -1.163 11.268 0.6 -0.2 0.0 0.63
O -0.864 -0.498 10.155 -0.2 0.0 0.5 -0.22
O -1.040 -1.652 12.362 0.0 0.1 -0.5 -0.21
O 0.912 -0.229 11.839 -0.4 -0.3 -0.5 -0.19
H 2.266 -1.471 12.756 0.0 0.0 0.0 0.13
H 2.983 -0.261 11.663 -0.2 0.1 0.0 0.14
H 2.688 -2.768 10.735 -0.3 -0.1 0.0 0.14
H 2.160 -1.427 9.690 0.0 0.0 0.0 0.12
C 1.389 5.828 -7.982 -0.6 0.2 -0.1 -0.17
C 1.089 5.272 -6.601 0.4 0.4 0.3 -0.17
O 1.029 3.855 -6.780 0.0 0.0 -0.7 -0.21
S 2.055 3.432 -7.950 -0.1 0.2 0.1 0.61
O 3.267 2.991 -7.349 -0.3 0.0 -0.4 -0.22
O 1.340 2.656 -8.904 0.3 0.0 0.4 -0.22
O 2.304 4.903 -8.569 0.1 -0.4 0.5 -0.19
H 0.488 5.854 -8.600 0.0 0.0 0.0 0.13
H 1.829 6.823 -7.941 0.2 -0.2 -0.1 0.14
H 0.151 5.649 -6.197 0.0 -0.3 0.0 0.13
H 1.899 5.490 -5.899 -0.1 0.1 0.0 0.13
C 7.396 -8.345 1.023 0.4 -0.4 0.3 -0.17
C 7.293 -9.347 -0.111 0.3 0.4 -0.4 -0.17
O 5.941 -9.812 -0.067 -0.4 0.3 0.6 -0.18
S 4.987 -8.617 0.450 1.0 -0.3 -0.1 0.63
O 4.406 -7.986 -0.686 0.0 -0.1 0.4 -0.22
O 4.214 -9.098 1.544 0.0 0.1 -0.5 -0.21
O 6.147 -7.651 1.023 -0.4 -0.3 -0.5 -0.18
H 7.507 -8.848 1.987 0.0 0.0 0.0 0.13
H 8.220 -7.647 0.883 -0.2 0.1 0.0 0.14
H 7.989 -10.177 0.002 -0.3 -0.1 0.1 0.14
H 7.454 -8.867 -1.079 0.1 0.0 0.1 0.14
C -6.324 -1.843 -2.512 -0.2 -0.2 -0.5 -0.17
C -6.790 -2.926 -1.558 -0.4 0.4 0.3 -0.17
O -5.592 -3.549 -1.095 0.6 0.3 -0.4 -0.18
S -4.411 -2.448 -1.034 -0.7 0.0 -0.1 0.62
O -4.312 -1.973 0.304 0.2 0.0 -0.4 -0.21
O -3.296 -2.949 -1.760 -0.3 0.0 0.3 -0.24
O -5.137 -1.307 -1.920 0.1 -0.4 0.7 -0.22
H -6.059 -2.260 -3.487 0.0 0.0 0.0 0.13
H -7.070 -1.061 -2.643 0.2 0.1 0.1 0.14
H -7.440 -3.654 -2.041 0.2 -0.1 0.1 0.14
H -7.304 -2.497 -0.694 0.0 0.0 -0.1 0.13
C 3.835 -2.690 -3.951 -0.6 0.2 0.1 -0.16
C 4.085 -2.363 -2.492 0.3 0.6 -0.2 -0.16
O 4.221 -3.634 -1.848 -0.1 -0.6 -0.5 -0.20
S 4.886 -4.682 -2.884 -0.1 0.6 -0.1 0.62
O 6.283 -4.751 -2.620 -0.4 -0.3 -0.2 -0.22
O 4.058 -5.838 -2.945 0.4 0.2 0.2 -0.22
O 4.670 -3.818 -4.231 0.4 -0.2 0.6 -0.18
H 2.796 -2.985 -4.118 0.0 0.0 0.0 0.13
H 4.086 -1.859 -4.609 0.2 -0.2 0.0 0.14
H 3.272 -1.789 -2.049 0.0 -0.2 0.1 0.09
H 5.024 -1.818 -2.365 -0.1 0.0 0.0 0.14